Entry 1:
This record from the Open Molecules 2025 dataset describes C22H29N5PtS2 as an isolated structure. The level of theory is the ωB97M-V functional and the def2-TZVPD basis.

Results
Energy in eV: -55652.3592
Energy above the lowest of the compared OMol25 structures with the same formula, charge and spin in kJ/mol: 118.4
HOMO level in eV: -7.31
HOMO-LUMO gap in eV: 6.32
LUMO level in eV: -0.995

Positions of all 59 atoms, in Å:
Pt  0.944  -0.708  2.594
C  -3.649  -3.205  0.414
C  -2.886  -3.690  -0.641
C  -1.501  -3.666  -0.560
C  -0.894  -3.125  0.567
C  -1.651  -2.682  1.647
C  -3.034  -2.719  1.563
N  0.526  -3.105  0.534
N  1.098  -2.269  1.239
C  2.525  -2.307  1.352
C  3.474  -3.035  0.659
C  4.786  -2.845  1.073
C  5.085  -1.980  2.128
C  4.100  -1.271  2.810
C  2.786  -1.440  2.402
H  -4.730  -3.229  0.352
H  -3.369  -4.096  -1.520
H  -0.879  -4.045  -1.362
H  -1.141  -2.325  2.530
H  -3.628  -2.366  2.396
H  3.214  -3.711  -0.144
H  5.585  -3.381  0.577
H  6.121  -1.862  2.425
H  4.357  -0.606  3.624
S  1.960  2.602  5.850
C  1.568  1.459  4.770
N  1.287  0.637  3.993
C  -3.406  2.395  -1.269
C  -3.382  1.476  -2.491
C  -2.009  0.879  -2.820
C  -1.648  -0.367  -2.014
N  -1.627  -0.186  -0.569
C  -0.694  0.455  0.135
S  -0.927  0.684  1.826
N  0.368  0.924  -0.522
C  1.444  1.739  0.056
C  1.106  3.225  0.088
C  0.701  3.812  -1.262
C  1.755  3.644  -2.352
H  -4.384  2.867  -1.162
H  -2.667  3.194  -1.374
H  -3.191  1.871  -0.338
H  -3.720  2.047  -3.359
H  -4.106  0.662  -2.366
H  -1.241  1.652  -2.699
H  -1.979  0.583  -3.872
H  -0.685  -0.775  -2.339
H  -2.382  -1.148  -2.207
H  -2.395  -0.538  -0.020
H  0.396  0.788  -1.519
H  2.334  1.544  -0.543
H  1.645  1.379  1.060
H  1.988  3.749  0.470
H  0.308  3.380  0.816
H  0.487  4.874  -1.126
H  -0.242  3.360  -1.586
H  2.713  4.065  -2.038
H  1.457  4.145  -3.274
H  1.930  2.592  -2.599

Forces on atoms 1 to 6 (eV/Å):
0.6577 0.2958 -0.4758
-0.1293 0.0131 0.0004
0.0989 -0.0223 -0.0568
-0.1688 0.0557 -0.0361
0.1074 0.0762 -0.1234
0.1039 -0.1039 -0.0282

Entry 2:
This record from the Open Molecules 2025 dataset describes C22H30ClN5O3S as an isolated structure. The level of theory is the ωB97M-V functional and the def2-TZVPD basis.

Results
Energy in eV: -60254.4968
Energy above the lowest of the compared OMol25 structures with the same formula, charge and spin in kJ/mol: 16.5
HOMO level in eV: -8.38
HOMO-LUMO gap in eV: 8.11
LUMO level in eV: -0.277

Positions of all 62 atoms, in Å:
C  4.406  2.813  -0.463
C  3.342  1.949  0.200
C  1.942  2.506  -0.048
C  0.841  1.567  0.437
N  0.525  0.486  -0.501
C  0.181  -0.714  0.030
O  0.132  -0.859  1.262
C  -0.135  -1.852  -0.813
C  -0.628  -3.059  -0.292
N  -0.939  -3.311  0.981
H  -0.678  -2.622  1.672
H  -1.233  -4.252  1.206
C  -0.798  -4.008  -1.349
N  -0.460  -3.583  -2.548
S  0.067  -2.059  -2.532
C  -1.291  -5.382  -1.131
O  -1.586  -5.805  -0.023
N  -1.379  -6.119  -2.254
H  -1.115  -5.712  -3.135
H  -1.701  -7.070  -2.204
C  0.265  0.883  -1.864
C  1.461  0.761  -2.778
C  2.528  -0.075  -2.477
C  3.627  -0.164  -3.312
C  3.673  0.584  -4.475
C  2.615  1.412  -4.805
C  1.520  1.492  -3.961
Cl  0.200  2.525  -4.401
H  2.633  1.996  -5.711
H  4.529  0.524  -5.129
H  4.446  -0.817  -3.053
H  2.495  -0.663  -1.572
H  -0.072  1.925  -1.849
H  -0.566  0.296  -2.274
H  1.167  1.084  1.365
C  -0.477  2.319  0.722
O  -0.732  3.415  0.265
N  -1.305  1.595  1.489
H  -1.006  0.671  1.777
C  -2.648  1.998  1.834
H  -3.367  1.492  1.178
C  -2.968  1.692  3.297
H  -3.995  2.010  3.488
H  -2.310  2.290  3.932
C  -2.822  0.216  3.693
C  -3.660  -0.706  2.810
H  -4.697  -0.378  2.792
H  -3.630  -1.722  3.197
H  -3.284  -0.729  1.790
C  -3.228  0.048  5.157
H  -4.278  0.299  5.290
H  -3.078  -0.979  5.480
H  -2.636  0.699  5.797
H  -1.770  -0.077  3.601
H  -2.718  3.072  1.647
H  1.824  2.727  -1.108
H  1.823  3.450  0.487
H  3.528  1.898  1.275
H  3.409  0.935  -0.198
H  4.264  2.826  -1.542
H  5.400  2.427  -0.253
H  4.349  3.836  -0.096

Forces on atoms 1 to 6 (eV/Å):
-0.0762 -0.2095 0.1410
-0.0737 0.1777 -0.1674
0.0228 -0.3015 0.2152
0.0654 0.5002 0.2853
0.1849 -0.0878 0.1526
0.0263 0.1365 0.2536

Entry 3:
This record from the Open Molecules 2025 dataset describes C22H30F3IrN7OSe as an isolated structure in a non-equilibrium geometry. The level of theory is the ωB97M-V functional and the def2-TZVPD basis.

Results
Charge: +3
Energy in eV: -112084.0925
Energy above the lowest of the compared OMol25 structures with the same formula, charge and spin in kJ/mol: 155.7
HOMO level (spin up / spin down) in eV: -15.84 / -15.80
HOMO-LUMO gap (spin up / spin down) in eV: 4.38 / 2.18
LUMO level (spin up / spin down) in eV: -11.463 / -13.614
Spin multiplicity: 5

Positions of all 65 atoms, in Å:
Ir  0.667  -0.536  0.202
C  2.680  -0.690  2.704
C  3.689  -0.643  1.571
O  2.951  -0.578  0.348
C  3.697  -0.736  -0.861
C  2.699  -1.018  -1.977
H  3.178  -0.578  3.664
H  2.155  -1.648  2.699
H  1.952  0.120  2.596
H  4.324  -1.537  1.583
H  4.351  0.230  1.654
H  4.409  -1.561  -0.762
H  4.272  0.177  -1.061
H  2.528  -2.083  -2.092
H  3.041  -0.617  -2.924
H  1.726  -0.527  -1.729
C  1.594  2.561  -0.771
N  0.573  2.010  0.167
C  0.907  2.561  1.514
N  0.924  3.999  1.500
C  1.950  4.496  0.599
N  1.617  4.000  -0.728
C  0.338  4.554  -1.144
N  -0.661  4.060  -0.207
C  -0.731  2.623  -0.226
C  -0.373  4.546  1.134
H  1.352  2.242  -1.789
H  2.577  2.176  -0.491
H  1.902  2.211  1.803
H  0.166  2.217  2.239
H  2.934  4.138  0.909
H  1.961  5.587  0.601
H  0.098  4.232  -2.159
H  0.373  5.644  -1.122
H  -0.993  2.289  -1.234
H  -1.507  2.302  0.474
H  -1.140  4.204  1.833
H  -0.346  5.636  1.153
F  -6.369  0.170  -0.517
C  -5.851  -0.482  0.520
F  -6.282  0.088  1.638
F  -6.292  -1.740  0.481
C  -4.327  -0.474  0.448
C  -3.701  -0.500  -0.793
C  -2.317  -0.470  -0.836
N  -1.556  -0.452  0.263
C  -2.168  -0.472  1.453
C  -3.546  -0.462  1.597
H  -4.284  -0.524  -1.701
H  -1.810  -0.447  -1.789
H  -1.532  -0.483  2.329
H  -3.998  -0.445  2.578
Se  1.214  -3.946  1.531
N  0.570  -2.883  0.195
C  -0.090  -3.665  -0.665
C  -0.682  -3.284  -1.888
C  -1.384  -4.217  -2.616
C  -1.519  -5.544  -2.174
C  -0.891  -5.982  -1.024
C  -0.142  -5.056  -0.273
N  0.514  -5.325  0.842
H  -0.520  -2.282  -2.257
H  -1.816  -3.944  -3.567
H  -2.096  -6.242  -2.760
H  -0.962  -7.004  -0.684

Forces on atoms 1 to 6 (eV/Å):
0.1570 1.5459 0.1972
0.2750 0.0760 -0.3461
0.2875 0.1456 0.9283
-1.1665 -0.2840 -0.0881
0.3550 0.1677 -0.8062
0.1593 -0.0617 0.3919